Formula: C39H41BN8ORbSSb
Source: the Open Molecules 2025 dataset
Level of theory: ωB97M-V with the def2-TZVPD basis set

The highest occupied orbital energy (alpha / beta) comes out at -1.0 / 1.7 eV. The calculation puts the largest force on an atom at 10.9 eV Å⁻¹. As for the charge: -2. The calculation puts the relative energy (zero: lowest compared OMol25 entry of this formula, charge and spin) at 4.616 eV. The value obtained for the LUMO energy (alpha / beta) is 3.667 / 3.687 eV. The value obtained for the total energy is -2711.1634 a.u.

```
93
C39H41BN8ORbSSb, DFT ωB97M-V with the def2-TZVPD basis set
Rb 1.29619 -0.74592 1.59575
C -0.24341 -0.28432 3.83965
C 0.81519 0.34358 4.46085
N 1.91339 -0.42852 4.35345
N 1.58069 -1.52322 3.67905
C 0.27309 -1.46332 3.35295
B 2.56999 -2.67962 3.37085
N 1.89929 -3.77092 2.51405
C 1.69659 -5.05342 2.86735
C 1.09439 -5.69922 1.81065
C 0.96189 -4.73822 0.82845
N 1.46349 -3.57162 1.27835
N 3.79899 -2.16342 2.60615
C 4.85499 -2.90372 2.21915
C 5.73449 -2.08272 1.55005
C 5.14339 -0.83632 1.56505
N 3.96479 -0.91322 2.21295
H -1.26191 0.07008 3.75745
H 0.78639 1.29998 4.96525
H -0.27861 -2.22182 2.81305
H 2.93249 -3.14162 4.40975
H 1.96779 -5.49022 3.81995
H 0.79409 -6.73702 1.75915
H 0.53089 -4.88022 -0.15335
H 4.97689 -3.96362 2.40545
H 6.68229 -2.35582 1.10655
H 5.54439 0.06908 1.13005
C -4.90651 -0.01312 0.07945
C -4.58601 0.37038 1.51785
N -3.53411 1.39968 1.59175
C -4.03461 2.76868 1.69555
C -4.02281 3.47548 0.34835
C -2.14161 1.13308 1.59385
S -1.70331 -0.55732 1.59575
N -1.32891 2.16398 1.60455
C 0.00289 2.55638 1.60785
O 1.10759 1.99178 1.59575
C 0.17939 4.06648 1.61875
C 1.47359 4.61388 1.52375
C 1.67959 5.99708 1.53165
C 0.59269 6.86018 1.63375
C -0.69511 6.33968 1.73075
C -0.89581 4.95448 1.72565
H -5.64591 -0.82042 0.06365
H -4.02241 -0.35312 -0.46665
H -5.33051 0.83198 -0.46995
H -4.34651 -0.51702 2.11255
H -5.51071 0.74138 1.97855
H -3.45911 3.32358 2.44195
H -5.06151 2.78638 2.08125
H -3.03671 3.44648 -0.12415
H -4.31161 4.52408 0.47185
H -4.73341 3.01688 -0.34495
H 2.33619 3.95448 1.44245
H 2.68909 6.39128 1.45805
H 0.74869 7.93498 1.63915
H -1.54931 7.00598 1.81225
H -1.90311 4.57568 1.80955
C 2.34699 -0.59502 -6.81485
C 2.65149 0.48778 -5.98495
C 2.35439 0.42738 -4.61995
C 1.75189 -0.71542 -4.07985
C 1.44819 -1.79992 -4.91445
C 1.74619 -1.73832 -6.27955
Sb 1.29619 -0.74592 -1.97895
C -0.21391 0.76278 -2.22515
C -0.28891 1.80018 -1.28825
C -1.24701 2.80878 -1.43085
C -2.13211 2.78468 -2.51285
C -2.05771 1.75248 -3.45335
C -1.09941 0.74358 -3.31155
C 0.10659 -2.54172 -1.96855
C 0.76919 -3.76252 -1.78785
C 0.04879 -4.96002 -1.76885
C -1.33891 -4.94312 -1.93295
C -2.00521 -3.72702 -2.11095
C -1.28571 -2.52742 -2.12475
H 2.57599 -0.54832 -7.87155
H 3.11579 1.37348 -6.39925
H 2.58869 1.26978 -3.98195
H 0.98139 -2.68862 -4.51625
H 1.51009 -2.57622 -6.92275
H 0.39649 1.82588 -0.45085
H -1.30161 3.60918 -0.70395
H -2.87271 3.56608 -2.62335
H -2.74021 1.73548 -4.29305
H -1.04511 -0.04852 -4.04605
H 1.84419 -3.78282 -1.66065
H 0.56649 -5.90002 -1.62805
H -1.89671 -5.87092 -1.92015
H -3.08001 -3.71322 -2.23615
H -1.81721 -1.59912 -2.25665
H 2.78109 0.73898 3.08065
```

=====

Formula: C39H41BrClN5O5PSSr
Source: the Open Molecules 2025 dataset
Level of theory: ωB97M-V with the def2-TZVPD basis set

The highest occupied orbital energy comes out at -10.2 eV. The calculation puts the largest force on an atom at 6.5 eV Å⁻¹. As for the charge: +1. The calculation puts the relative energy (zero: lowest compared OMol25 entry of this formula, charge and spin) at 2.469 eV. The value obtained for the LUMO energy is -1.540 eV. The value obtained for the total energy is -5965.0593 a.u.

```
95
C39H41BrClN5O5PSSr, DFT ωB97M-V with the def2-TZVPD basis set
Sr 0.30620 -0.02970 -0.49120
C -2.62270 -1.40190 2.04150
O -2.09090 -1.40090 0.73160
C -2.35910 -2.60250 0.02970
C -1.17980 -2.97450 -0.85650
O -0.97960 -1.93600 -1.79730
C -0.05980 -2.31540 -2.80360
C -0.19850 -1.38170 -3.99690
O 0.12250 -0.06160 -3.62420
C -0.12690 0.84790 -4.67250
H -2.05840 -2.08610 2.68630
H -3.67980 -1.68710 2.03850
H -2.53400 -0.38720 2.42170
H -3.25600 -2.45680 -0.59330
H -2.53630 -3.42620 0.72910
H -1.40530 -3.91040 -1.38560
H -0.28450 -3.11970 -0.24320
H -0.27530 -3.33960 -3.14060
H 0.96750 -2.26960 -2.43130
H -1.23240 -1.42350 -4.37740
H 0.48350 -1.73110 -4.78830
H 0.42400 0.57910 -5.58210
H 0.20290 1.82380 -4.33060
H -1.19830 0.89310 -4.90660
Cl -1.32740 2.11600 1.83790
C -2.01790 3.52690 1.12380
C -2.12820 4.70050 1.84860
C -2.75510 5.79460 1.27730
C -3.25060 5.70740 -0.01270
C -3.10440 4.54360 -0.74430
C -2.47800 3.42850 -0.18760
P -2.15790 1.87700 -1.11950
C -2.36710 2.61810 -2.77240
C -3.51400 2.52170 -3.54870
C -3.61380 3.25430 -4.72000
C -2.59380 4.10800 -5.10080
C -1.45290 4.21920 -4.31960
C -1.33160 3.46500 -3.16820
C -3.69950 0.94650 -0.86670
C -4.59670 1.21720 0.16010
C -5.73750 0.44210 0.30100
C -5.99860 -0.59230 -0.58300
C -5.10160 -0.86530 -1.60750
C -3.94780 -0.11300 -1.73790
H -1.73360 4.74400 2.84920
H -2.86680 6.70750 1.83850
H -3.75240 6.54900 -0.46020
H -3.48140 4.50300 -1.75380
H -4.33040 1.88850 -3.23730
H -4.49820 3.16550 -5.32990
H -2.69480 4.70040 -5.99490
H -0.66200 4.89040 -4.61610
H -0.44940 3.52690 -2.53680
H -4.40280 2.02600 0.84930
H -6.42630 0.64210 1.10820
H -6.89930 -1.18180 -0.47520
H -5.30450 -1.67350 -2.29600
H -3.21450 -0.33530 -2.50470
N 6.23360 -5.77210 0.16640
C 5.42610 -4.67410 0.09250
C 5.04430 -4.15950 -1.15230
C 4.19300 -3.07800 -1.23000
C 3.72260 -2.49670 -0.06850
C 4.07910 -2.99520 1.17340
C 4.92410 -4.07930 1.25920
S 2.56140 -1.16990 -0.07720
O 2.26610 -0.76560 -1.44680
O 3.06020 -0.08310 0.73770
N 1.23480 -1.83190 0.48510
C 0.93310 -1.49200 1.73820
N 0.84610 -2.44980 2.66520
C 0.73390 -2.06800 3.91810
C 0.74440 -0.73140 4.29440
C 0.69980 0.18070 3.25470
N 0.72620 -0.18450 1.98510
H 6.74820 -6.05060 -0.65160
H 6.63950 -6.00820 1.05500
H 5.42420 -4.62530 -2.04800
H 3.89740 -2.66650 -2.18280
H 3.68170 -2.51820 2.05940
H 5.20500 -4.47510 2.22500
H 0.65420 -2.86690 4.64470
H 0.74320 -0.42240 5.32560
H 0.64510 1.24530 3.44650
Br 4.02710 3.32360 2.35220
C 3.47790 2.84410 0.61290
C 4.41270 2.69880 -0.39850
C 3.94590 2.31460 -1.64430
C 2.59280 2.06540 -1.81120
N 1.69730 2.21710 -0.83800
C 2.13590 2.61840 0.34820
H 5.46190 2.88120 -0.21180
H 4.62990 2.18910 -2.46880
H 2.19920 1.73800 -2.76300
H 1.38820 2.77330 1.11570
```

=====

Among the records above, which one has the lowest charge? C39H41BN8ORbSSb

=====

The lowest relative energy (zero: lowest compared OMol25 entry of this formula, charge and spin) belongs to which entry? C39H41BrClN5O5PSSr

=====

Which formula does entry 2 have? C39H41BrClN5O5PSSr

=====

Among the records above, which one has the highest charge? C39H41BrClN5O5PSSr